Formula: C4H13N2O
Source: the OMol25 dataset
Level of theory: ωB97M-V/def2-TZVPD

Geometry (Å):
C (-2.7248, -0.9488, 0.5837)
C (-1.8119, -1.2807, -0.5982)
C (-0.3251, -0.9375, -0.4290)
C (0.0121, 0.1051, 0.4640)
N (0.7223, 1.2963, -0.0278)
N (0.4011, -0.9953, -1.6957)
H (-2.2485, -1.1890, 1.5353)
H (-3.0674, 0.0796, 0.5137)
H (-3.5070, -1.7110, 0.5751)
H (-1.9388, -2.3496, -0.8129)
H (-2.0946, -0.7114, -1.5056)
H (-0.4152, 0.2243, 1.4443)
H (0.2504, 2.2077, 0.1676)
H (0.8175, 1.3131, -1.0365)
H (1.6191, 1.4960, 0.4499)
H (0.2120, -0.1787, -2.2569)
H (0.5041, -1.9257, -2.0152)
H (3.7212, 2.5769, 1.2803)
H (3.1150, 1.7231, 2.3788)
O (3.0623, 1.8845, 1.4118)

## Properties
HOMO energy (spin up / spin down) in Eh: -0.1425 / -0.2477
Energy relative to the best compared isomer or geometry (same formula, charge and spin) in kcal per mole: 62.80
<S²>: 0.76
Frontier orbital gap (spin up / spin down) in eV: 4.1 / 6.8
Multiplicity: 2
Net charge: 0